Density functional theory data (ωB97M-V/def2-TZVPD) for one molecule with the formula C11H19NO.

* E_tot: -15244.2600 eV
* ⟨S²⟩: 2.01
* spin multiplicity: 3
* charge: 0
* gap between HOMO and LUMO (spin up / spin down): 5.2 / 6.7 eV

Last column: Mulliken charge in e.
CARTESIAN COORDINATES (ANGSTROEM)
C (-0.867, -0.949, -2.607)  0.068
C (-0.463, -0.546, -1.555)  -2.170
C (-1.236, 0.101, 1.974)  0.615
C (-2.470, -0.468, 2.665)  -1.442
C (1.316, 2.032, -1.343)  -1.586
C (-1.019, 2.174, -0.407)  -1.213
C (0.786, -2.328, 0.683)  -1.219
C (2.188, -1.325, -1.119)  -1.075
C (0.347, 1.457, -0.294)  0.177
C (1.261, -0.985, 0.115)  0.059
C (-0.081, -0.064, -0.254)  1.697
N (-1.141, -0.211, 0.684)  0.104
O (-0.319, 0.674, 2.528)  -0.333
H (-0.925, -1.022, -3.636)  0.504
H (-2.652, -1.366, 2.159)  0.379
H (-2.384, -0.503, 3.775)  0.383
H (-3.227, 0.294, 2.510)  0.296
H (0.932, 2.115, -2.304)  0.325
H (2.366, 1.622, -1.380)  0.365
H (1.358, 3.046, -0.935)  0.437
H (-1.579, 1.761, -1.259)  0.284
H (-1.413, 2.315, 0.624)  0.257
H (-0.904, 3.320, -0.653)  0.396
H (0.155, -2.725, -0.083)  0.307
H (1.720, -2.943, 0.798)  0.437
H (0.259, -2.227, 1.741)  0.156
H (1.505, -1.664, -1.925)  0.269
H (3.007, -1.876, -0.745)  0.509
H (2.713, -0.315, -1.509)  0.101
H (0.816, 1.784, 0.641)  0.364
H (1.908, -0.475, 0.878)  0.332
H (-1.960, -0.704, 0.232)  0.214